Entry 1:
ORCA calculation (ωB97M-V with the def2-TZVPD basis set) on a molecular structure, C45H78N7P2SiTi at a distorted geometry.

Each line ends with the Löwdin charge.
Cartesian coordinates (Å):
Ti1 0.16 -0.49 0.02  0.399
C1 -2.26 2.50 1.00  -0.233
Si1 -0.86 1.30 1.47  0.540
C2 -1.52 0.58 3.10  -0.315
C3 -1.85 1.42 4.18  -0.102
C4 -2.45 0.93 5.33  -0.071
C5 -2.75 -0.42 5.42  -0.067
C6 -2.43 -1.27 4.37  -0.117
C7 -1.80 -0.80 3.21  -0.353
P1 -1.26 -1.92 1.84  1.056
C8 -0.52 -3.43 2.66  -0.421
C9 0.60 -3.98 1.76  -0.224
C10 1.12 -5.33 2.27  -0.188
C11 1.61 -5.21 3.71  -0.197
C12 0.53 -4.62 4.61  -0.180
C13 0.01 -3.28 4.09  -0.199
C14 -2.82 -2.69 1.17  -0.432
C15 -2.50 -3.87 0.24  -0.211
C16 -3.74 -4.26 -0.59  -0.184
C17 -5.05 -3.95 0.13  -0.197
C18 -4.87 -4.15 1.63  -0.184
C19 -3.85 -3.15 2.21  -0.194
C20 0.59 2.50 1.83  -0.298
C21 0.37 3.88 2.03  -0.098
C22 1.41 4.78 2.17  -0.077
C23 2.72 4.32 2.13  -0.078
C24 2.97 2.97 1.96  -0.087
C25 1.93 2.06 1.80  -0.366
P2 2.21 0.23 1.79  1.083
C26 2.77 0.06 3.55  -0.404
C27 1.62 0.43 4.51  -0.197
C28 2.04 0.33 5.97  -0.182
C29 2.62 -1.04 6.30  -0.194
C30 3.80 -1.36 5.38  -0.182
C31 3.39 -1.30 3.91  -0.205
C32 3.75 -0.13 0.81  -0.433
C33 3.78 -1.63 0.47  -0.234
C34 4.85 -1.97 -0.56  -0.189
C35 6.22 -1.55 -0.05  -0.192
C36 6.24 -0.06 0.30  -0.185
C37 5.14 0.30 1.31  -0.186
H1 -2.63 3.05 1.86  0.030
H2 -1.93 3.24 0.26  0.004
H3 -3.11 1.94 0.58  0.030
H4 -1.62 2.48 4.12  0.103
H5 -2.69 1.60 6.15  0.107
H6 -3.23 -0.82 6.30  0.108
H7 -2.65 -2.32 4.48  0.088
H8 -1.32 -4.18 2.69  0.100
H9 0.27 -4.07 0.73  0.088
H10 1.42 -3.25 1.76  0.088
H11 0.31 -6.06 2.22  0.118
H12 1.92 -5.70 1.62  0.111
H13 1.93 -6.19 4.08  0.112
H14 2.50 -4.57 3.73  0.106
H15 -0.30 -5.32 4.68  0.119
H16 0.91 -4.49 5.63  0.110
H17 -0.74 -2.89 4.76  0.089
H18 0.81 -2.55 4.08  0.078
H19 -3.26 -1.90 0.56  0.097
H20 -1.67 -3.65 -0.42  0.067
H21 -2.18 -4.72 0.85  0.110
H22 -3.71 -3.73 -1.54  0.056
H23 -3.69 -5.33 -0.83  0.115
H24 -5.36 -2.92 -0.06  0.112
H25 -5.86 -4.58 -0.25  0.111
H26 -5.82 -4.05 2.16  0.111
H27 -4.53 -5.18 1.81  0.116
H28 -4.37 -2.28 2.62  0.112
H29 -3.35 -3.63 3.06  0.091
H30 -0.65 4.25 2.06  0.090
H31 1.21 5.83 2.32  0.105
H32 3.55 5.01 2.24  0.106
H33 4.00 2.63 1.98  0.076
H34 3.55 0.83 3.66  0.116
H35 1.26 1.43 4.29  0.106
H36 0.77 -0.24 4.33  0.096
H37 2.80 1.10 6.18  0.119
H38 1.19 0.56 6.61  0.112
H39 2.93 -1.08 7.35  0.112
H40 1.84 -1.80 6.18  0.105
H41 4.60 -0.63 5.57  0.118
H42 4.22 -2.34 5.61  0.112
H43 4.27 -1.50 3.29  0.082
H44 2.68 -2.09 3.70  0.082
H45 3.57 0.41 -0.13  0.072
H46 3.97 -2.20 1.39  0.104
H47 2.80 -1.98 0.14  0.068
H48 4.83 -3.04 -0.78  0.115
H49 4.63 -1.45 -1.50  0.102
H50 6.47 -2.13 0.84  0.120
H51 6.99 -1.77 -0.80  0.113
H52 7.21 0.23 0.70  0.116
H53 6.09 0.52 -0.61  0.102
H54 5.36 -0.17 2.27  0.107
H55 5.18 1.38 1.48  0.086
C38 4.10 1.18 -3.05  -0.050
N1 2.87 0.43 -3.33  -0.179
C39 2.46 0.52 -4.73  -0.056
C40 1.83 0.68 -2.41  -0.431
N2 1.57 -0.11 -1.45  0.063
N3 1.15 1.86 -2.57  0.178
C41 -0.13 2.13 -2.08  -0.475
N4 -0.53 3.41 -2.34  0.176
N5 -0.83 1.22 -1.53  0.086
H56 4.02 2.23 -3.37  0.092
H57 4.93 0.73 -3.59  0.097
H58 4.32 1.15 -1.99  0.065
H59 3.24 0.10 -5.35  0.096
H60 2.28 1.55 -5.07  0.086
H61 1.55 -0.05 -4.90  0.087
H62 2.20 -0.90 -1.56  0.091
H63 1.56 2.52 -3.21  0.141
H64 0.18 4.13 -2.43  0.111
H65 -1.37 3.72 -1.88  0.101
H66 -1.72 1.59 -1.23  0.039
C42 -2.16 -2.84 -4.05  -0.037
C43 -2.68 -1.58 -3.38  -0.623
C44 -2.19 -0.35 -4.15  -0.047
C45 -4.20 -1.58 -3.34  -0.033
N6 -2.26 -1.58 -1.96  -0.036
N7 -0.84 -1.63 -1.78  -0.048
H67 -2.65 -2.97 -5.02  0.094
H68 -2.37 -3.73 -3.45  0.083
H69 -1.08 -2.80 -4.24  0.078
H70 -2.47 -0.43 -5.20  0.094
H71 -1.10 -0.24 -4.10  0.055
H72 -2.64 0.57 -3.75  0.083
H73 -4.60 -1.50 -4.36  0.094
H74 -4.58 -0.73 -2.77  0.091
H75 -4.59 -2.49 -2.89  0.072
H76 -2.54 -0.71 -1.52  0.093
H77 -0.39 -1.09 -2.52  0.041
H78 -0.57 -2.60 -1.92  0.085

Calculated values
LUMO level (spin up / spin down) (Eh): -0.073 / -0.074
Relative energy (zero: lowest compared OMol25 entry of this formula, charge and spin) (kcal/mol): 24.9
Net charge: +1
<S²>: 2.01
Spin multiplicity: 3

---

Entry 2:
ORCA calculation (ωB97M-V with the def2-TZVPD basis set) on a molecular structure, C45H80BIN10O2PS2Ti at a distorted geometry.

Each line ends with the Löwdin charge.
Cartesian coordinates (Å):
Ti1 0.10 -0.08 0.03  0.767
C1 0.03 3.42 -1.98  -0.062
C2 1.43 3.07 -2.44  -0.346
C3 1.52 3.17 -3.97  -0.059
C4 2.04 1.76 -2.03  -0.257
C5 3.42 1.59 -2.06  0.023
C6 3.66 0.26 -1.79  -0.223
C7 5.04 -0.34 -1.65  -0.325
C8 5.47 -1.26 -2.81  -0.049
C9 5.23 -0.97 -0.26  -0.056
N1 2.48 -0.34 -1.62  -0.003
N2 1.45 0.58 -1.74  0.029
B1 2.19 -1.88 -1.64  -0.491
N3 1.77 -2.50 -0.25  0.079
N4 0.60 -2.06 0.35  -0.034
C10 0.18 -3.02 1.19  -0.222
C11 1.10 -4.05 1.17  0.029
C12 2.08 -3.71 0.25  -0.156
C13 3.20 -4.69 -0.07  -0.320
C14 4.35 -4.32 -0.99  -0.068
C15 2.55 -5.98 -0.61  -0.054
C16 -1.17 -3.07 1.87  -0.375
C17 -1.40 -4.44 2.51  -0.071
C18 -2.29 -2.76 0.88  -0.059
N5 1.04 -2.18 -2.63  0.039
N6 -0.25 -1.99 -2.23  0.112
C19 -1.01 -2.49 -3.19  -0.281
C20 -0.21 -2.98 -4.25  0.041
C21 1.09 -2.76 -3.85  -0.200
C22 2.36 -3.07 -4.59  -0.359
C23 2.36 -2.40 -5.96  -0.059
C24 2.56 -4.58 -4.72  -0.051
C25 -2.50 -2.55 -3.05  -0.386
C26 -2.94 -3.99 -2.75  -0.062
C27 -3.24 -2.04 -4.28  -0.075
H1 -0.10 4.51 -2.04  0.082
H2 -0.18 3.12 -0.95  0.043
H3 -0.72 2.97 -2.62  0.063
H4 2.11 3.82 -2.03  0.136
H5 0.89 2.39 -4.43  0.079
H6 2.54 3.04 -4.34  0.074
H7 1.15 4.14 -4.31  0.081
H8 4.16 2.35 -2.25  0.126
H9 5.70 0.53 -1.71  0.131
H10 5.01 -2.24 -2.76  0.039
H11 6.55 -1.40 -2.77  0.084
H12 5.21 -0.81 -3.77  0.087
H13 4.39 -1.60 0.02  0.055
H14 5.30 -0.19 0.50  0.076
H15 6.15 -1.56 -0.23  0.085
H16 3.17 -2.43 -2.00  0.086
H17 1.06 -4.96 1.75  0.114
H18 3.63 -4.92 0.91  0.141
H19 4.04 -4.25 -2.03  0.062
H20 5.11 -5.11 -0.92  0.090
H21 4.83 -3.38 -0.71  0.045
H22 2.02 -5.78 -1.54  0.079
H23 1.84 -6.42 0.10  0.072
H24 3.33 -6.73 -0.81  0.083
H25 -1.19 -2.32 2.66  0.069
H26 -1.38 -5.24 1.76  0.087
H27 -2.39 -4.45 2.98  0.081
H28 -0.66 -4.67 3.28  0.079
H29 -2.26 -3.44 0.03  0.074
H30 -2.24 -1.74 0.48  0.026
H31 -3.27 -2.86 1.36  0.087
H32 -0.55 -3.43 -5.17  0.114
H33 3.20 -2.66 -4.02  0.097
H34 1.55 -2.80 -6.58  0.078
H35 3.30 -2.59 -6.48  0.079
H36 2.21 -1.32 -5.88  0.081
H37 1.77 -5.02 -5.33  0.083
H38 2.53 -5.07 -3.74  0.059
H39 3.52 -4.81 -5.19  0.082
H40 -2.78 -1.93 -2.19  0.068
H41 -2.83 -4.61 -3.64  0.079
H42 -3.98 -4.01 -2.44  0.081
H43 -2.33 -4.44 -1.96  0.066
H44 -3.03 -2.68 -5.14  0.076
H45 -2.95 -1.02 -4.54  0.057
H46 -4.32 -2.04 -4.10  0.070
C28 3.12 -0.19 3.60  -0.115
C29 1.87 0.02 2.78  -0.717
S1 2.10 0.61 1.15  0.747
C30 0.63 -0.23 3.24  -0.705
C31 0.33 -0.69 4.65  -0.095
S2 -0.75 0.10 2.22  0.780
H47 4.00 0.14 3.05  0.053
H48 3.25 -1.25 3.85  0.082
H49 3.08 0.37 4.54  0.077
H50 1.21 -1.12 5.12  0.072
H51 -0.46 -1.44 4.66  0.067
H52 -0.01 0.15 5.27  0.076
N7 -1.63 0.69 -3.05  0.199
C32 -2.10 0.93 -1.82  -0.586
O1 -1.38 0.37 -0.85  -0.245
C33 -3.24 1.64 -1.53  -0.221
I1 -5.13 -0.21 -1.00  0.258
H53 -0.83 0.09 -3.17  0.097
H54 -2.09 1.09 -3.85  0.122
H55 -3.75 2.14 -2.34  0.054
H56 -3.33 2.05 -0.54  0.010
O2 -1.20 2.76 0.73  -0.335
P1 -1.71 3.50 1.91  0.519
N8 -2.56 4.80 1.34  -0.189
C34 -2.12 5.52 0.13  -0.199
C35 -3.00 6.76 0.12  -0.173
C36 -3.18 7.07 1.61  -0.174
C37 -3.36 5.67 2.21  -0.196
N9 -0.45 3.94 2.88  -0.158
C38 0.91 4.00 2.30  -0.192
C39 1.80 4.05 3.53  -0.166
C40 0.99 4.91 4.49  -0.168
C41 -0.44 4.40 4.28  -0.189
N10 -2.82 2.77 2.87  -0.175
C42 -3.93 2.08 2.16  -0.216
C43 -4.80 1.59 3.30  -0.162
C44 -3.75 1.12 4.32  -0.163
C45 -2.61 2.14 4.19  -0.215
H57 -2.24 4.90 -0.75  0.102
H58 -1.06 5.80 0.19  0.111
H59 -3.97 6.54 -0.33  0.113
H60 -2.54 7.59 -0.43  0.108
H61 -4.03 7.72 1.82  0.107
H62 -2.28 7.53 2.01  0.111
H63 -4.42 5.37 2.19  0.111
H64 -3.04 5.62 3.25  0.093
H65 1.04 4.92 1.70  0.115
H66 1.10 3.15 1.66  0.054
H67 2.79 4.46 3.31  0.113
H68 1.93 3.04 3.92  0.109
H69 1.06 5.96 4.20  0.111
H70 1.29 4.82 5.53  0.109
H71 -1.18 5.18 4.46  0.104
H72 -0.65 3.58 4.97  0.090
H73 -3.55 1.23 1.58  0.072
H74 -4.44 2.76 1.49  0.112
H75 -5.49 0.80 2.99  0.111
H76 -5.37 2.42 3.72  0.113
H77 -3.38 0.13 4.04  0.098
H78 -4.13 1.07 5.33  0.107
H79 -1.64 1.65 4.25  0.059
H80 -2.67 2.89 4.98  0.102

Calculated values
LUMO level (spin up / spin down) (Eh): -0.014 / -0.028
Relative energy (zero: lowest compared OMol25 entry of this formula, charge and spin) (kcal/mol): 18.2
Net charge: 0
<S²>: 0.76
Spin multiplicity: 2

---

Entry 3:
ORCA calculation (ωB97M-V with the def2-TZVPD basis set) on 11 unconnected molecules or ions with the total composition C45H86BrClFNO13 at a distorted geometry.

Each line ends with the Löwdin charge.
Cartesian coordinates (Å):
C1 1.18 0.10 2.56  -0.006
C2 -0.09 -0.27 2.20  -0.122
C3 -0.95 0.35 1.13  -0.129
C4 -0.20 0.97 -0.05  -0.426
C5 -1.25 1.25 -1.13  -0.148
N1 -2.52 1.76 -0.62  -0.022
C6 -3.30 2.43 -1.65  -0.204
C7 -4.73 2.58 -1.18  -0.217
O1 -5.35 1.31 -1.15  -0.159
C8 -6.72 1.39 -0.86  -0.279
C9 -7.24 0.07 -0.33  -0.061
C10 0.82 -0.02 -0.66  -0.061
C11 0.29 -1.43 -0.88  -0.341
C12 0.60 -2.04 -2.25  -0.016
F1 0.87 -2.26 0.10  -0.041
O2 0.40 2.15 0.48  -0.121
C13 1.10 2.94 -0.40  -0.688
Br1 0.02 4.61 -0.59  0.718
C14 2.45 3.29 0.21  -0.182
C15 3.54 2.36 -0.22  -0.770
O3 4.13 1.63 0.51  0.071
Cl1 4.00 2.37 -1.95  0.710
H1 2.00 -0.60 2.42  0.058
H2 1.46 1.07 2.96  0.052
H3 -0.58 -1.06 2.78  0.097
H4 -1.68 -0.39 0.81  0.105
H5 -1.53 1.17 1.56  0.115
H6 -1.46 0.30 -1.65  0.110
H7 -0.87 1.92 -1.90  0.118
H8 -3.09 0.99 -0.30  0.103
H9 -3.34 1.88 -2.60  0.120
H10 -2.91 3.44 -1.82  0.109
H11 -5.26 3.22 -1.90  0.128
H12 -4.78 3.07 -0.20  0.115
H13 -7.31 1.69 -1.74  0.124
H14 -6.91 2.16 -0.11  0.098
H15 -8.22 0.23 0.13  0.072
H16 -7.35 -0.68 -1.11  0.063
H17 -6.59 -0.31 0.46  0.068
H18 1.74 -0.09 -0.10  0.122
H19 1.10 0.38 -1.65  0.112
H20 -0.79 -1.51 -0.75  0.112
H21 1.21 -1.41 -2.89  0.075
H22 -0.35 -2.20 -2.76  0.057
H23 1.03 -3.03 -2.11  0.082
H24 1.16 2.54 -1.41  0.079
H25 2.69 4.34 0.03  0.091
H26 2.36 3.19 1.28  0.133
C16 -5.05 0.48 2.92  -0.017
C17 -4.27 -0.80 3.13  -0.491
C18 -4.40 -1.47 4.48  -0.015
O4 -3.58 -1.27 2.25  0.043
H27 -4.87 0.85 1.92  0.074
H28 -6.12 0.30 3.05  0.074
H29 -4.73 1.23 3.65  0.084
H30 -5.44 -1.73 4.67  0.091
H31 -4.05 -0.80 5.26  0.085
H32 -3.80 -2.37 4.49  0.083
C19 -7.32 4.04 3.12  -0.016
C20 -8.13 3.03 2.35  -0.496
C21 -9.28 3.56 1.53  -0.021
O5 -7.88 1.84 2.39  0.050
H33 -6.53 3.53 3.67  0.075
H34 -6.86 4.75 2.44  0.076
H35 -7.95 4.57 3.83  0.090
H36 -8.90 4.26 0.78  0.087
H37 -9.99 4.07 2.17  0.085
H38 -9.78 2.73 1.03  0.080
C22 -4.66 -3.89 1.53  -0.019
C23 -5.16 -5.28 1.83  -0.495
C24 -4.57 -6.40 1.01  -0.020
O6 -5.98 -5.49 2.70  0.061
H39 -5.16 -3.19 2.18  0.061
H40 -3.59 -3.84 1.70  0.089
H41 -4.88 -3.64 0.49  0.082
H42 -3.49 -6.42 1.15  0.053
H43 -4.79 -6.24 -0.05  0.083
H44 -5.00 -7.35 1.32  0.082
C25 6.65 0.69 -2.96  -0.055
C26 7.51 -0.54 -3.07  -0.510
C27 7.64 -1.40 -1.83  -0.031
O7 8.08 -0.83 -4.10  0.056
H45 6.65 1.21 -3.92  0.087
H46 5.63 0.40 -2.71  0.035
H47 7.05 1.36 -2.19  0.083
H48 6.66 -1.77 -1.53  0.087
H49 8.08 -0.81 -1.02  0.088
H50 8.29 -2.24 -2.05  0.065
C28 -4.81 -1.31 -3.33  -0.005
C29 -3.68 -2.16 -2.81  -0.472
C30 -3.85 -3.66 -2.88  -0.011
O8 -2.67 -1.66 -2.37  0.059
H51 -4.56 -0.26 -3.22  0.066
H52 -5.00 -1.53 -4.38  0.089
H53 -5.72 -1.52 -2.76  0.078
H54 -3.99 -3.97 -3.91  0.087
H55 -4.72 -3.96 -2.29  0.079
H56 -2.96 -4.14 -2.48  0.084
C31 4.20 8.13 1.28  -0.023
C32 4.43 6.66 1.54  -0.509
C33 5.59 6.01 0.83  -0.022
O9 3.71 6.03 2.28  0.064
H57 3.34 8.47 1.85  0.081
H58 5.08 8.70 1.59  0.085
H59 4.02 8.30 0.22  0.086
H60 6.53 6.50 1.11  0.086
H61 5.46 6.10 -0.25  0.086
H62 5.64 4.96 1.10  0.079
C34 7.37 -4.34 -3.84  -0.022
C35 6.64 -5.64 -3.60  -0.503
C36 6.53 -6.11 -2.17  -0.025
O10 6.17 -6.28 -4.51  0.071
H63 7.38 -4.12 -4.90  0.088
H64 6.87 -3.53 -3.31  0.061
H65 8.40 -4.42 -3.48  0.090
H66 5.99 -5.36 -1.57  0.082
H67 7.52 -6.25 -1.74  0.083
H68 5.98 -7.05 -2.13  0.078
C37 0.16 -8.28 0.24  -0.021
C38 -0.42 -7.00 0.78  -0.494
C39 0.31 -6.35 1.93  -0.017
O11 -1.43 -6.51 0.32  0.051
H69 -0.46 -8.64 -0.58  0.081
H70 1.17 -8.11 -0.13  0.085
H71 0.19 -9.04 1.02  0.085
H72 1.33 -6.10 1.63  0.087
H73 0.34 -7.03 2.78  0.085
H74 -0.21 -5.44 2.22  0.081
C40 -2.70 3.84 2.37  -0.021
C41 -3.37 5.04 2.99  -0.491
C42 -2.66 5.71 4.14  -0.019
O12 -4.44 5.44 2.58  0.052
H75 -3.32 3.46 1.56  0.057
H76 -1.73 4.12 1.96  0.058
H77 -2.58 3.06 3.12  0.085
H78 -1.69 6.07 3.81  0.087
H79 -2.53 5.00 4.96  0.085
H80 -3.26 6.55 4.49  0.080
C43 12.48 1.99 -1.48  -0.026
C44 11.23 1.39 -2.07  -0.501
C45 11.32 -0.03 -2.58  -0.013
O13 10.19 2.01 -2.13  0.066
H81 12.28 3.01 -1.16  0.080
H82 12.81 1.40 -0.62  0.084
H83 13.27 2.00 -2.23  0.084
H84 11.59 -0.70 -1.76  0.088
H85 12.06 -0.10 -3.37  0.089
H86 10.35 -0.33 -2.98  0.058

Calculated values
LUMO level (Eh): 0.014
Net charge: 0
Spin multiplicity: 1
SMILES: C=CC[C@](CNCCOCC)(C[C@@H](C)F)O[C@@H](Br)CC(=O)Cl.CC(C)=O.CC(C)=O.CC(C)=O.CC(C)=O.CC(C)=O.CC(C)=O.CC(C)=O.CC(C)=O.CC(C)=O.CC(C)=O

---

Q: Which formula does entry 2 have?
A: C45H80BIN10O2PS2Ti

---

Q: spin multiplicity of number 3 (C45H86BrClFNO13)?
A: 1